18
Properties=species:S:1:pos:R:3 method="wB97M-V/def2-TZVPD" molar_mass_g_mol=114.1 e_tot_ha=-576.42985 e_lumo_ev=0.94 e_above_lowest_kcal_mol=55.1 homo_ev=-7.56
C -1.4060 -2.2478 0.5472
C -0.4548 -1.2212 1.0241
C -0.8820 -0.3421 -0.0992
C -1.9600 0.5818 -0.5035
C 2.1360 1.4515 -0.7325
C 1.7736 0.4260 0.3331
P 0.7676 -1.0001 -0.3759
H -1.1091 -2.9687 -0.1921
H -2.4301 -2.2299 0.8761
H -0.2887 -0.9499 2.0601
H -2.9231 0.0747 -0.5699
H -1.7400 1.0087 -1.4823
H -2.0610 1.3985 0.2175
H 2.7781 1.0042 -1.4890
H 1.2418 1.8313 -1.2239
H 2.6616 2.2929 -0.2838
H 1.2086 0.8944 1.1434
H 2.6875 -0.0041 0.7506